This record from the OMol25 dataset describes an isolated molecule of C7H12S in a non-equilibrium geometry. The level of theory is ωB97M-V/def2-TZVPD.

```
20
C7H12S (ωB97M-V/def2-TZVPD)
C 1.83043 0.92166 1.44291
C 1.52605 0.20533 0.13715
S 2.62822 0.12796 -1.06642
C 0.20270 -0.42746 0.03770
C 0.08272 -1.71340 0.84769
C -0.76912 0.09843 -0.69299
C -2.02254 -0.61167 -0.90420
C -0.64594 1.53826 -1.24603
H 2.10546 0.24804 2.18078
H 2.68943 1.49553 1.21056
H 0.81273 1.25670 1.84515
H -0.86986 -1.58542 1.41160
H 0.09992 -2.65006 0.21674
H 0.95539 -1.78747 1.59752
H -2.29777 -1.20551 0.04558
H -2.02901 -1.51925 -1.61933
H -2.71861 0.06453 -1.16913
H -1.00420 2.17947 -0.47758
H 0.46387 1.65754 -1.46432
H -1.03986 1.70679 -2.33335
```

The calculation puts the total energy at -18286.6383 eV. As for the HOMO energy: -8.4 eV. For the LUMO energy, the calculation gives 0.1 eV. The HOMO-LUMO gap comes out at 8.41 eV. Its relative energy (zero: lowest compared OMol25 entry of this formula, charge and spin) is 59.82 kcal/mol. As for the multiplicity: 1.

---

This record from the OMol25 dataset describes a cluster of 2 separate species, C7H12S in total in a non-equilibrium geometry. The level of theory is ωB97M-V/def2-TZVPD.

```
20
C7H12S (ωB97M-V/def2-TZVPD)
C 0.43800 -0.64855 0.51623
C -0.86950 -0.51345 0.72042
C 1.58809 1.17198 -1.08353
C 1.75654 -1.36544 0.67091
C -1.73424 -1.74747 1.10031
C -1.68182 0.71466 0.56210
C 0.85602 2.05848 -2.03233
S 3.16207 0.88026 -0.91427
H 2.43905 -0.63057 0.39975
H 1.85451 -1.64563 1.68970
H 1.82352 -2.23726 0.06155
H -1.80985 -1.84457 2.13641
H -1.31557 -2.65643 0.87568
H -2.60621 -1.57205 0.56782
H -2.29594 0.83146 -0.44258
H -2.48724 0.74917 1.32162
H -1.17024 1.66797 0.53424
H 1.47846 2.34137 -2.85982
H 0.08289 1.48333 -2.38088
H 0.49146 2.96275 -1.44333
```

The calculation puts the total energy at -18283.2015 eV. As for the HOMO energy (spin up / spin down): -7.3 / -7.3 eV. For the LUMO energy (spin up / spin down), the calculation gives 0.3 / 0.1 eV. The HOMO-LUMO gap (spin up / spin down) comes out at 7.62 / 7.42 eV. Its relative energy (zero: lowest compared OMol25 entry of this formula, charge and spin) is 139.07 kcal/mol. As for the multiplicity: 1.

---

This record from the OMol25 dataset describes an isolated molecule of C7H12Se in a non-equilibrium geometry. The level of theory is ωB97M-V/def2-TZVPD.

```
20
C7H12Se (ωB97M-V/def2-TZVPD)
C 1.77922 -1.26611 -0.49170
C 1.35916 -0.32944 0.56658
C 2.36894 0.77245 0.73376
C 0.03186 0.22057 0.00028
C -1.12170 -0.20978 0.51804
C -2.43944 0.52475 0.22353
C -2.98734 0.35779 -1.14362
Se -4.38415 -0.03911 0.16378
H 1.62469 -0.95531 -1.62327
H 1.07814 -2.08571 -0.44035
H 2.76528 -1.59131 -0.38142
H 1.24137 -0.81937 1.57952
H 2.09115 1.48629 1.56090
H 2.51301 1.34375 -0.09577
H 3.36671 0.34429 1.00339
H -0.15711 0.76199 -0.86023
H -1.05816 -0.81314 1.46084
H -2.40529 1.53131 0.62421
H -3.11144 1.20065 -1.74430
H -2.55491 -0.43458 -1.65419
```

The calculation puts the total energy at -72797.2322 eV. As for the HOMO energy: -8.4 eV. For the LUMO energy, the calculation gives 0.9 eV. The HOMO-LUMO gap comes out at 9.30 eV. Its relative energy (zero: lowest compared OMol25 entry of this formula, charge and spin) is 25.26 kcal/mol. As for the multiplicity: 1.

---

This record from the OMol25 dataset describes an isolated molecule of C7H12Si in a non-equilibrium geometry. The level of theory is ωB97M-V/def2-TZVPD.

```
20
C7H12Si (ωB97M-V/def2-TZVPD)
C 1.65367 -0.59652 -0.23063
C -0.64159 1.65046 -0.31875
C 2.69445 -0.82124 -0.63791
C 3.93592 -0.42802 -0.97660
C -0.69083 -1.91564 -0.77128
C -2.13234 1.75211 -0.13452
C -0.83775 0.06372 1.84735
Si -0.15725 -0.18238 -0.07293
H 0.01225 2.54365 -0.29187
H 3.91857 0.10382 -1.89814
H 4.73842 -0.79612 -0.19737
H -0.36543 -2.11503 -1.73866
H -0.12929 -2.59227 -0.13862
H -1.72938 -2.16375 -0.68364
H -2.60028 2.01367 -1.07802
H -2.46602 0.72952 0.31141
H -2.48449 2.54397 0.43629
H -1.12265 1.01011 2.05514
H -1.60422 -0.65493 2.05185
H 0.00826 -0.14513 2.46693
```

The calculation puts the total energy at -15324.7249 eV. As for the HOMO energy (spin up / spin down): -7.7 / -9.6 eV. For the LUMO energy (spin up / spin down), the calculation gives 0.9 / -0.1 eV. The HOMO-LUMO gap (spin up / spin down) comes out at 8.60 / 9.50 eV. Its relative energy (zero: lowest compared OMol25 entry of this formula, charge and spin) is 18.42 kcal/mol. As for the multiplicity: 3.

---

This record from the OMol25 dataset describes a structure of composition C7H13B3NO6 in a non-equilibrium geometry. The level of theory is ωB97M-V/def2-TZVPD.

```
30
C7H13B3NO6 (ωB97M-V/def2-TZVPD)
C -4.10984 0.25616 0.64060
C -3.72721 0.67558 -0.41538
C -3.11317 1.23372 -1.63711
B -1.66507 1.74030 -1.18522
O -1.48231 3.03430 -0.68718
B -1.13491 2.84967 0.66122
O -0.12144 1.96969 0.98139
B 0.02990 0.90273 0.07626
C 0.87318 -0.35240 0.52943
C 1.71481 -0.99458 -0.61046
C 2.40681 0.07825 -1.49878
C 0.91049 -2.01402 -1.45804
O -0.55701 0.91796 -1.21341
H -4.10328 -0.10233 1.64676
H -2.94086 0.45675 -2.39298
H -3.71401 2.05494 -2.04178
H -1.70041 3.47799 1.49746
H 1.57200 -0.06832 1.32487
H 0.23703 -1.14114 0.95852
H 2.53899 -1.52802 -0.11565
H 2.86491 0.80133 -0.80847
H 3.23238 -0.40810 -2.04004
H 1.71676 0.55053 -2.20519
H 0.39189 -1.44718 -2.24555
H 1.58002 -2.75994 -1.90554
H 0.16713 -2.51904 -0.82940
N 2.03416 -1.91684 3.74601
O 0.83291 -1.58573 3.84911
O 2.63744 -2.39703 4.72426
O 2.62872 -1.76523 2.65429
```

The calculation puts the total energy at -23277.6236 eV. As for the HOMO energy: -4.3 eV. As for the total charge: -1. For the LUMO energy, the calculation gives 2.4 eV. The HOMO-LUMO gap comes out at 6.69 eV. As for the multiplicity: 1.

---

This record from the OMol25 dataset describes a cluster of 6 separate species, C7H13BCl15FN2O4S in total in a non-equilibrium geometry. The level of theory is ωB97M-V/def2-TZVPD.

```
44
C7H13BCl15FN2O4S (ωB97M-V/def2-TZVPD)
C 1.40279 3.24948 2.59208
C 0.02246 3.75070 3.01756
O -0.91364 3.02016 2.21935
N -2.24082 3.53307 2.29625
B -3.11758 2.37769 1.74573
N -4.34616 2.05696 2.45939
O -2.67222 1.70752 0.62506
S -2.30757 4.89661 1.26733
O -1.29220 4.82287 0.21963
O -2.53801 6.10520 2.06355
F -3.69267 4.53281 0.61084
H 1.54621 3.39570 1.51083
H 1.46899 2.16556 2.78430
H 2.19409 3.73530 3.17796
H -0.16057 3.55920 4.08833
H -0.08756 4.83372 2.85580
H -4.23811 2.28145 3.44787
H -5.15553 2.58424 2.13603
H -2.04282 0.99504 0.80619
Cl -0.76468 -0.81025 1.49942
C -1.40821 -2.21379 0.62697
Cl -1.26905 -3.66507 1.60774
Cl -3.07408 -1.92350 0.13423
H -0.81406 -2.35170 -0.26640
Cl 2.66935 -5.18762 -2.23805
C 0.93032 -4.98805 -2.43267
Cl 0.04273 -6.07942 -1.37918
Cl 0.45928 -3.30681 -2.14811
H 0.67911 -5.22955 -3.45844
Cl -0.09275 1.22726 -2.40678
C 0.09014 2.76911 -3.24150
Cl 1.74342 2.97134 -3.83071
Cl -1.07040 2.90990 -4.56350
H -0.11346 3.55062 -2.53005
Cl 1.76938 -6.57157 -5.89756
C 1.90993 -8.18075 -5.18069
Cl 0.91890 -8.31785 -3.72814
Cl 1.48943 -9.42150 -6.35922
H 2.94337 -8.32681 -4.89314
Cl 4.07227 1.52357 1.53184
C 4.28920 -0.09673 2.19150
Cl 3.02553 -0.47062 3.36877
Cl 4.32420 -1.30452 0.90702
H 5.24075 -0.12507 2.70663
```

The calculation puts the total energy at -220705.1792 eV. As for the HOMO energy: -10.2 eV. For the LUMO energy, the calculation gives 0.3 eV. The HOMO-LUMO gap comes out at 10.47 eV. Its relative energy (zero: lowest compared OMol25 entry of this formula, charge and spin) is 0.00 kcal/mol. As for the multiplicity: 1.

---

This record from the OMol25 dataset describes a structure of composition C7H13BF9O6PS in a non-equilibrium geometry. The level of theory is ωB97M-V/def2-TZVPD.

```
38
C7H13BF9O6PS (ωB97M-V/def2-TZVPD)
C 3.60841 3.05604 0.85903
O 3.91578 1.86789 0.10596
B 3.21602 0.77484 0.50048
O 2.17848 0.93982 1.42083
O 3.48967 -0.52304 0.00543
P 2.53878 -0.92269 -1.23004
O 1.87341 0.25122 -1.77952
O 3.47477 -1.55022 -2.37324
O 1.53192 -2.11567 -0.85342
C 0.72330 -1.68136 0.28016
C -0.31034 -2.74149 0.70717
C -1.78683 -2.29657 0.53968
C -2.11109 -0.94812 1.23684
C -3.27182 -0.16626 0.57369
F -3.98236 -0.90956 -0.28239
F -4.13921 0.11366 1.60383
C -2.87257 1.23139 0.01184
F -3.98639 1.97888 0.00713
F -2.03020 1.87682 0.79834
S -2.20111 1.27324 -1.74481
F -1.70417 -0.23754 -1.67833
F -0.76419 1.72928 -1.20976
F -2.60102 2.82343 -1.85812
F -3.60325 0.89091 -2.36792
F -1.61076 1.36128 -3.21407
H 3.78105 2.92546 1.93347
H 4.28848 3.84204 0.50557
H 2.58486 3.39537 0.66681
H 2.31626 0.35658 2.18156
H 4.09664 -0.85512 -2.64247
H 1.40780 -1.53217 1.12869
H 0.29848 -0.69568 0.04367
H -0.08246 -3.67836 0.18358
H -0.17181 -2.91805 1.78602
H -2.38531 -3.06531 1.05333
H -2.07210 -2.34865 -0.51605
H -2.41195 -1.19403 2.26338
H -1.22515 -0.30826 1.35363
```

The calculation puts the total energy at -65017.2479 eV. As for the HOMO energy: -10.9 eV. For the LUMO energy, the calculation gives 0.1 eV. The HOMO-LUMO gap comes out at 10.96 eV. As for the multiplicity: 1.

---

This record from the OMol25 dataset describes a cluster of 3 separate species, C7H13Br2Cl3O in total in a non-equilibrium geometry. The level of theory is ωB97M-V/def2-TZVPD.

```
26
C7H13Br2Cl3O (ωB97M-V/def2-TZVPD)
C 0.07228 -0.14804 -4.89053
Cl -0.09294 -0.31574 -6.61736
Cl -1.55566 -0.08407 -4.27510
Cl 0.92647 1.42169 -4.47468
H 0.54398 -1.00892 -4.41673
C -0.10724 1.40763 -0.29396
C 0.15476 -0.08329 -0.62403
C 1.45609 -0.36534 0.10692
O 1.42345 0.56019 1.18583
C 0.95583 1.78803 0.70566
H -1.08524 1.48409 0.18119
H 0.02903 2.04029 -1.17103
H 0.33052 -0.12453 -1.69898
H -0.71150 -0.67979 -0.33787
H 2.32861 -0.24654 -0.53549
H 1.51681 -1.40319 0.43444
H 1.74411 2.45792 0.36223
H 0.52416 2.30096 1.56512
Br -2.05851 0.96381 2.77550
C -1.69191 -0.96489 2.65737
C -0.39638 -1.29511 3.53067
Br 0.08352 -3.10729 3.01335
H -1.59083 -1.22199 1.60296
H -2.51243 -1.47998 3.15689
H -0.71738 -1.30956 4.57224
H 0.43041 -0.58626 3.48542
```

The calculation puts the total energy at -187168.1295 eV. As for the HOMO energy (spin up / spin down): 0.4 / -6.3 eV. As for the total charge: -1. For the LUMO energy (spin up / spin down), the calculation gives 2.2 / 2.2 eV. The HOMO-LUMO gap (spin up / spin down) comes out at 1.83 / 8.45 eV. As for the multiplicity: 2.